ORCA calculation (ωB97M-V/def2-TZVPD) on a single C5H8N2 molecule.

ORCA input file:
```
! RIJCOSX wB97M-V def2-TZVPD def2/J DEFGRID3
* xyz 0 1
C 0.664 -0.493 -1.529
C 1.217 0.389 -0.689
C -0.611 -0.912 -1.122
C 1.084 0.381 0.684
C 1.174 1.510 1.562
N -1.307 -0.410 -0.136
N -2.364 -1.135 0.121
H 1.019 -0.727 -2.515
H 1.864 1.015 -1.191
H -1.252 -1.594 -1.789
H 0.400 1.298 2.487
H 2.150 1.480 2.271
H 1.179 2.447 1.083
H -2.746 -1.185 1.073
H -2.472 -2.064 -0.311
*
```

Values from the calculation:
Electronic energy in eV: -8288.6568
ΔE to the lowest compared entry with this formula, charge and spin in kJ/mol: 611.7
Lowest unoccupied orbital energy (alpha / beta) in eV: 0.18 / -0.13

=====

ORCA calculation (ωB97M-V/def2-TZVPD) on a molecular structure, H31O16.

ORCA input file:
```
! RIJCOSX wB97M-V def2-TZVPD def2/J DEFGRID3
* xyz -1 1
O 1.993 4.134 -1.440
H 1.202 -1.732 3.680
H 0.410 2.675 -0.979
O 3.484 2.354 0.611
H 1.975 3.743 -0.583
H 1.341 4.799 -1.653
O -3.241 -2.801 -1.790
H 3.105 1.490 0.532
H 0.164 2.873 0.793
O -0.312 2.624 -0.323
H 1.239 3.599 2.248
H 2.843 2.779 1.199
O 1.965 -2.056 4.153
H 0.439 5.632 1.116
H -3.939 0.281 -2.687
O -1.450 -1.714 1.051
H -0.898 -1.325 0.355
H -1.385 -0.999 1.690
O -3.486 -4.105 3.188
H -2.625 -4.054 2.754
H -3.924 -3.329 2.871
O -0.351 0.019 -1.995
H 0.122 0.332 -1.197
H -2.810 -2.868 -0.958
O -1.037 -2.838 -4.380
H -1.300 -1.930 -4.515
O 0.385 5.172 0.244
H 2.628 -2.374 3.550
H -0.323 4.524 0.255
O -0.640 -4.458 1.900
H -2.659 -2.740 -2.520
H -0.851 -3.630 1.407
O -3.171 -0.345 -2.414
H 1.574 -0.452 1.049
H 0.167 1.308 1.962
O 3.177 0.930 -3.134
H -0.635 -5.073 1.125
H -0.842 1.627 0.829
O -0.617 0.896 1.494
H -2.300 0.009 -2.814
H 3.092 1.334 -2.232
O 1.131 2.908 1.614
H -0.873 -2.994 -3.386
H -1.215 -0.098 -1.634
O 2.293 -1.156 1.160
H 2.371 1.125 -3.611
H 3.054 -0.763 1.624
*
```

Values from the calculation:
Electronic energy in eV: -33264.1785
ΔE to the lowest compared entry with this formula, charge and spin in kJ/mol: 352.3
Lowest unoccupied orbital energy in eV: 2.31

=====

ORCA calculation (ωB97M-V/def2-TZVPD) on a molecular structure, C5H10O2.

ORCA input file:
```
! RIJCOSX wB97M-V def2-TZVPD def2/J DEFGRID3
* xyz 0 1
C 2.053 0.576 0.000
O 0.671 0.565 -0.279
C 0.010 -0.683 0.017
C -0.254 -0.828 1.519
C -1.346 -0.802 -0.637
C -1.956 0.525 -0.840
O -1.186 0.282 -2.056
H 2.568 -0.258 -0.500
H 2.248 0.515 1.079
H 2.453 1.520 -0.379
H 0.669 -1.493 -0.333
H 0.655 -1.076 2.077
H -0.655 0.116 1.906
H -0.990 -1.618 1.695
H -3.017 0.557 -1.085
H -1.616 1.428 -0.322
H -0.306 0.673 -1.861
*
```

Values from the calculation:
Electronic energy in eV: -9437.6845
ΔE to the lowest compared entry with this formula, charge and spin in kJ/mol: 517.0
Lowest unoccupied orbital energy in eV: 0.86

=====

> What is the electronic energy in the second record?

-33264.1785 eV